Entry 1:
# C2H8NO2

A cluster of 2 separate species, C2H8NO2 in total (ωB97M-V/def2-TZVPD, the Open Molecules 2025 dataset).

Cartesian coordinates (Å):
C  1.426398  0.123938  -1.164882
N  -0.001645  0.093841  -0.905880
C  -0.570241  0.981572  0.218360
O  -1.802214  1.178804  0.300351
H  1.609772  0.530592  -2.159967
H  1.630974  -0.953460  -1.287346
H  2.148419  0.489458  -0.387291
H  -0.547715  0.265692  -1.687155
H  0.100737  1.726981  0.495589
H  -0.263523  0.383351  1.093983
H  0.847728  -1.449469  2.069791
H  -0.057947  -1.508655  0.746772
O  0.477980  -2.025609  1.341638

Cartesian forces (eV/Å) of the 6 atoms listed first:
C -0.14 -1.66 -0.52
N 0.15 0.53 2.56
C 1.91 -3.30 1.61
O -3.72 1.09 -1.39
H 0.51 0.62 0.08
H 0.88 0.22 0.09

The value obtained for the frontier orbital gap is 0.230 Eh. The calculation puts the molar mass at 78.091 g/mol. The value obtained for the total energy is -7787.193 eV. As for the net charge: -1.

These are the Mulliken partial charges, in e, on atoms 1 to 4: atom 1 (C): -0.80, atom 2 (N): -0.31, atom 3 (C): -0.37, atom 4 (O): -0.82

Entry 2:
# C2H8NO2

A cluster of 2 separate species, C2H8NO2 in total (ωB97M-V/def2-TZVPD, the Open Molecules 2025 dataset).

Cartesian coordinates (Å):
C  -0.154210  -1.061676  -2.731805
O  -0.033461  -1.149445  -1.379788
H  0.265901  -2.088319  -3.295159
H  0.463989  -0.198448  -2.972437
H  -1.188407  -0.767635  -3.016952
N  -0.126498  0.326528  2.673376
C  -0.133464  1.276912  1.421448
O  0.547520  0.715282  0.318969
H  0.664152  -0.307511  2.163267
H  -0.994436  -0.250331  2.669864
H  0.380538  2.190231  1.823674
H  -1.237141  1.637677  1.263349
H  0.144463  -0.319466  -1.000546

Cartesian forces (eV/Å) of the 6 atoms listed first:
C 0.86 -0.81 -1.37
O -0.82 -3.93 -0.14
H -1.29 2.67 1.28
H 0.32 -0.06 -1.21
H 0.26 -0.73 -0.40
N 1.70 -1.31 -2.78

The value obtained for the frontier orbital gap is 0.268 Eh. The calculation puts the molar mass at 78.091 g/mol. The value obtained for the total energy is -7787.418 eV. As for the net charge: -1.

These are the Mulliken partial charges, in e, on atoms 1 to 4: atom 1 (C): -0.50, atom 2 (O): -0.44, atom 3 (H): 0.13, atom 4 (H): 0.24

Entry 3:
# C2H8NO2

A cluster of 2 separate species, C2H8NO2 in total (ωB97M-V/def2-TZVPD, the Open Molecules 2025 dataset).

Cartesian coordinates (Å):
C  -0.971921  0.804150  0.412769
N  0.011975  -0.133621  -0.089862
C  0.650377  0.244430  -1.753488
O  -0.017384  0.774116  -2.672370
H  -1.611641  1.206243  -0.404265
H  -1.615646  0.431369  1.225353
H  -0.490355  1.738279  0.717416
H  -0.447945  -1.018077  -0.313994
H  1.456618  0.876591  -1.278384
H  1.096087  -0.781944  -1.804865
H  1.023279  -0.984988  2.508154
H  0.475301  -1.488726  1.242836
O  0.441259  -1.667822  2.210699

Cartesian forces (eV/Å) of the 6 atoms listed first:
C -0.30 0.67 -1.06
N -0.01 -0.50 -1.10
C 1.86 0.38 2.38
O -1.12 -0.27 -0.24
H -0.20 -0.50 0.16
H 0.28 0.02 -0.14

The value obtained for the frontier orbital gap is 0.278 Eh. The calculation puts the molar mass at 78.091 g/mol. The value obtained for the total energy is -7787.885 eV. As for the net charge: -1.

These are the Mulliken partial charges, in e, on atoms 1 to 4: atom 1 (C): -0.91, atom 2 (N): -0.50, atom 3 (C): -0.39, atom 4 (O): -0.73

Entry 4:
# C2H8NO2

A structure of composition C2H8NO2 (ωB97M-V/def2-TZVPD, the Open Molecules 2025 dataset).

Cartesian coordinates (Å):
C  0.053786  -1.177348  0.528875
C  -0.894963  0.406219  0.074855
N  -0.559519  0.731742  -1.331597
O  1.354616  -0.799709  0.611328
O  -0.433942  1.398617  0.910557
H  -0.328868  -1.434290  1.542803
H  -0.088597  -1.837650  -0.329551
H  -1.876634  0.171299  0.251458
H  -1.396420  0.516621  -2.043489
H  0.194459  0.083338  -1.677291
H  -0.122619  1.663939  -1.449893
H  1.924226  -1.490169  0.989345
H  0.523311  1.361208  0.926667

Cartesian forces (eV/Å) of the 6 atoms listed first:
C -2.45 2.52 -0.37
C 5.01 -2.59 2.57
N -0.67 -1.67 -3.32
O 1.53 0.84 -0.16
O -0.94 -0.05 -0.78
H -0.33 -0.24 -1.09

The value obtained for the frontier orbital gap is 0.401 Eh. The calculation puts the molar mass at 78.091 g/mol. The value obtained for the total energy is -7780.202 eV. As for the net charge: +1.

These are the Mulliken partial charges, in e, on atoms 1 to 4: atom 1 (C): -0.47, atom 2 (C): -0.33, atom 3 (N): -0.33, atom 4 (O): -0.49

net charge of number 3 (C2H8NO2)?
-1